Entry from the OMol25 dataset: C16H23NO2 in the gas phase at a distorted geometry (ωB97M-V/def2-TZVPD).

## Properties
Energy above the lowest of the compared OMol25 structures with the same formula, charge and spin: 79.7 kcal per mole
HOMO: -9.83 eV
HOMO-LUMO gap: 9.7 eV
SMILES string: CCOC(=O)/C(C#N)=C/C[C@@H]1[C@@H]2CC[C@@H](C2)C1(C)C
Multiplicity: 1

Atoms and positions in Å:
C -0.089 -2.652 -6.531
C -0.747 -2.160 -5.198
O 0.203 -1.884 -4.191
C -0.173 -2.056 -2.902
O -1.261 -2.487 -2.556
C 0.746 -1.607 -1.896
C 2.133 -1.540 -2.170
N 3.263 -1.436 -2.522
C 0.253 -0.873 -0.812
C 0.885 -0.094 0.275
C -0.043 -0.035 1.523
C -1.414 0.665 1.347
C -1.360 2.067 0.881
C -0.720 2.820 2.055
C -0.527 1.781 3.146
C -1.711 0.914 2.863
C 0.628 0.824 2.740
C 1.903 1.601 2.417
C 0.913 0.027 4.030
H -0.831 -2.853 -7.220
H 0.434 -3.600 -6.327
H 0.564 -1.878 -6.860
H -1.390 -1.211 -5.277
H -1.463 -2.880 -4.752
H -0.797 -0.655 -0.928
H 1.756 -0.580 0.624
H 1.045 0.830 -0.208
H -0.151 -1.134 1.943
H -2.169 0.070 0.716
H -0.882 2.175 -0.074
H -2.376 2.356 0.897
H 0.209 3.364 1.709
H -1.414 3.694 2.337
H -0.478 2.216 4.158
H -2.700 1.385 3.015
H -1.741 -0.042 3.431
H 2.671 0.936 2.338
H 1.789 2.061 1.445
H 1.984 2.402 3.215
H 0.526 0.581 4.910
H 0.510 -0.980 4.242
H 2.024 -0.132 4.166

---

Entry from the OMol25 dataset: C16H23NO4 in the gas phase (ωB97M-V/def2-TZVPD).

## Properties
Energy above the lowest of the compared OMol25 structures with the same formula, charge and spin: 3.1 kcal per mole
HOMO: -8.34 eV
HOMO-LUMO gap: 8.8 eV
SMILES string: CCCCCCOc1ccc([C@@H](CC(N)=O)C(=O)O)cc1
Multiplicity: 1

Atoms and positions in Å:
C -7.083 -0.730 0.442
C -5.874 -1.586 0.801
C -4.624 -1.231 -0.006
C -4.056 0.146 0.335
C -2.767 0.427 -0.431
C -2.206 1.810 -0.094
O -1.041 2.122 -0.829
C 0.158 1.598 -0.458
C 0.385 0.780 0.643
C 1.665 0.327 0.916
C 2.739 0.664 0.109
C 4.124 0.170 0.425
C 4.737 -0.587 -0.773
C 5.726 -1.651 -0.340
N 5.901 -2.657 -1.213
O 6.328 -1.612 0.720
C 5.039 1.343 0.834
O 4.730 2.493 0.703
O 6.208 0.980 1.345
C 2.508 1.488 -0.989
C 1.241 1.946 -1.269
H -6.917 0.312 0.699
H -7.962 -1.075 0.982
H -7.290 -0.794 -0.625
H -6.118 -2.635 0.617
H -5.657 -1.479 1.866
H -3.856 -1.984 0.189
H -4.861 -1.269 -1.071
H -3.859 0.198 1.409
H -4.787 0.918 0.093
H -2.022 -0.337 -0.198
H -2.957 0.384 -1.506
H -2.024 1.904 0.984
H -2.927 2.580 -0.386
H -0.417 0.492 1.304
H 1.821 -0.303 1.780
H 4.075 -0.515 1.280
H 3.936 -1.049 -1.354
H 5.263 0.112 -1.430
H 5.420 -2.694 -2.094
H 6.566 -3.381 -0.993
H 6.344 -0.002 1.316
H 3.331 1.786 -1.620
H 1.056 2.591 -2.113

---

Entry from the OMol25 dataset: a molecular structure, C16H24Ag2F12O8 at a distorted geometry (ωB97M-V/def2-TZVPD).

## Properties
Energy above the lowest of the compared OMol25 structures with the same formula, charge and spin: 0.0 kcal per mole
Net charge: -2
HOMO: -2.26 eV
HOMO-LUMO gap: 6.7 eV
Multiplicity: 1

Atoms and positions in Å:
Ag 16.033 -18.324 -8.260
Ag 14.423 -18.528 -5.930
C 18.165 -19.381 -6.115
O 18.604 -20.046 -4.938
O 17.099 -18.618 -5.801
C 19.287 -18.591 -6.833
F 20.052 -17.901 -5.905
F 20.256 -19.386 -7.434
F 18.916 -17.727 -7.782
C 19.611 -21.033 -5.128
C 19.538 -22.071 -4.005
H 20.489 -22.601 -4.068
H 19.471 -21.543 -3.054
H 18.634 -22.649 -4.180
H 20.603 -20.568 -5.187
H 19.611 -21.556 -6.093
H 17.755 -20.152 -6.794
C 13.657 -21.059 -7.933
O 14.379 -21.559 -6.802
O 13.869 -19.738 -8.051
C 13.659 -22.003 -9.118
F 13.657 -23.332 -8.820
F 12.601 -21.810 -9.938
F 14.788 -21.848 -9.864
C 13.730 -22.462 -5.946
C 14.772 -23.064 -4.980
H 15.450 -22.264 -4.683
H 14.340 -23.544 -4.106
H 15.289 -23.738 -5.668
H 13.157 -23.274 -6.410
H 12.911 -22.077 -5.321
H 12.615 -21.158 -7.558
C 14.266 -15.323 -7.909
O 15.128 -15.104 -9.047
O 14.572 -16.463 -7.276
C 14.131 -14.077 -6.991
F 14.946 -14.114 -5.918
F 14.400 -12.880 -7.618
F 12.857 -13.915 -6.527
C 16.365 -14.432 -8.844
C 17.113 -14.389 -10.188
H 16.573 -13.667 -10.804
H 18.142 -14.030 -10.093
H 17.246 -15.332 -10.719
H 17.002 -15.001 -8.157
H 16.371 -13.423 -8.433
H 13.287 -15.283 -8.409
C 11.502 -18.160 -4.230
O 11.201 -17.394 -3.073
O 12.785 -18.548 -4.132
C 10.410 -19.273 -4.396
F 9.163 -18.893 -4.089
F 10.450 -19.719 -5.668
F 10.701 -20.354 -3.621
C 10.372 -16.260 -3.245
C 10.176 -15.735 -1.786
H 9.784 -14.718 -1.745
H 9.486 -16.451 -1.335
H 11.122 -15.774 -1.252
H 9.433 -16.383 -3.783
H 10.959 -15.448 -3.689
H 11.429 -17.583 -5.169

---

Entry from the OMol25 dataset: a molecular structure, C16H24AlF2N8O2 at a distorted geometry (ωB97M-V/def2-TZVPD).

## Properties
Net charge: -1
HOMO: -5.48 eV
HOMO-LUMO gap: 7.2 eV
Multiplicity: 1

Atoms and positions in Å:
O 3.527 -6.379 -1.150
C 2.665 -5.749 -0.733
F 1.471 -6.352 -0.570
N 2.789 -4.455 -0.317
Al 4.436 -3.566 -0.917
C 1.648 -3.701 -0.555
O 1.070 -3.159 0.277
F 1.172 -3.591 -1.796
H 5.081 -4.313 -2.169
H 5.467 -3.672 0.320
H 4.079 -2.025 -1.225
C 0.181 0.188 0.655
C 1.393 0.707 0.037
N 2.348 1.116 -0.450
H -0.036 0.692 1.597
H -0.685 0.321 0.006
H 0.262 -0.880 0.868
C -1.696 3.677 3.133
C -0.960 2.587 3.753
N -0.373 1.731 4.242
H -1.125 4.605 3.170
H -1.911 3.461 2.086
H -2.645 3.849 3.639
C -2.708 -0.701 -2.567
C -3.227 0.548 -2.022
N -3.639 1.531 -1.595
H -3.328 -1.068 -3.379
H -1.697 -0.578 -2.956
H -2.669 -1.483 -1.810
C -2.094 -1.790 -6.428
C -2.904 -2.485 -5.439
N -3.541 -3.031 -4.656
H -2.033 -0.724 -6.210
H -1.078 -2.183 -6.449
H -2.514 -1.901 -7.427
C -6.271 3.403 -2.200
C -7.089 4.244 -3.064
N -7.733 4.906 -3.744
H -6.066 3.892 -1.249
H -6.766 2.458 -1.983
H -5.313 3.171 -2.660
C 2.105 -0.082 3.415
C 3.474 -0.489 3.693
N 4.560 -0.778 3.928
H 1.402 -0.896 3.586
H 1.804 0.746 4.053
H 1.990 0.246 2.388
C 4.913 2.750 5.194
C 3.712 3.561 5.049
N 2.766 4.201 4.936
H 4.997 2.339 6.199
H 4.914 1.909 4.499
H 5.813 3.334 5.003

---

Entry from the OMol25 dataset: a molecular structure, C16H24BF4HgN8SSe (ωB97M-V/def2-TZVPD).

## Properties
HOMO (spin up / spin down): -7.20 / -8.09 eV
HOMO-LUMO gap (spin up / spin down): 5.9 / 6.8 eV
Multiplicity: 2

Atoms and positions in Å:
Hg 0.493 -0.624 1.040
N -1.785 1.208 0.801
C -2.952 1.057 1.672
C -3.871 -0.065 1.207
C -3.331 -1.476 1.400
N -2.215 -1.775 0.498
H -1.215 1.995 1.083
H -2.075 1.375 -0.156
H -3.537 1.981 1.736
H -2.595 0.832 2.680
H -4.122 0.086 0.149
H -4.807 0.011 1.764
H -4.158 -2.184 1.278
H -2.969 -1.577 2.427
H -2.467 -1.608 -0.469
H -1.942 -2.747 0.575
N 1.829 1.821 3.674
C 1.557 2.584 2.574
N 1.066 2.109 1.478
C 0.931 3.122 0.530
C 0.519 2.938 -0.785
C 0.425 4.037 -1.619
C 0.731 5.319 -1.156
C 1.160 5.514 0.146
C 1.262 4.404 0.974
S 1.818 4.314 2.618
H 2.065 0.871 3.423
H 2.471 2.224 4.336
H 0.321 1.936 -1.144
H 0.121 3.902 -2.649
H 0.652 6.165 -1.826
H 1.416 6.502 0.505
Se 0.408 -5.280 -0.201
N 0.382 -3.572 -0.688
C -0.340 -3.512 -1.788
C -0.609 -2.298 -2.513
C -1.367 -2.367 -3.626
C -1.907 -3.619 -4.104
C -1.684 -4.783 -3.462
C -0.884 -4.770 -2.265
N -0.597 -5.837 -1.549
H -0.196 -1.364 -2.153
H -1.576 -1.466 -4.188
H -2.504 -3.613 -5.007
H -2.081 -5.723 -3.819
N 3.926 -1.963 1.091
N 2.565 -2.080 0.672
H 4.356 -1.205 0.570
H 3.917 -1.669 2.060
H 2.245 -3.018 0.870
H 2.507 -1.915 -0.326
F 4.976 0.636 -0.036
B 3.735 1.188 0.326
F 2.732 0.519 -0.443
F 3.512 0.907 1.704
F 3.690 2.552 0.108

---

Entry from the OMol25 dataset: a molecular structure, C16H24Ca2N2O18 at a distorted geometry (ωB97M-V/def2-TZVPD).

## Properties
Net charge: +2
HOMO: -14.37 eV
HOMO-LUMO gap: 5.7 eV
Multiplicity: 1

Atoms and positions in Å:
Ca 11.376 -1.823 -24.570
Ca 12.966 -5.102 -26.632
N 12.170 -1.866 -27.769
O 12.520 -1.353 -28.793
O 12.415 -3.084 -27.506
O 11.586 -1.171 -26.868
N 9.732 -4.382 -25.734
O 9.851 -3.110 -25.654
O 10.770 -5.033 -26.021
O 8.664 -4.917 -25.666
C 11.454 -10.682 -29.330
C 11.046 -10.331 -27.895
C 12.049 -10.850 -26.881
O 12.447 -9.695 -26.142
C 12.000 -8.591 -26.722
O 12.331 -7.478 -26.413
O 11.242 -8.904 -27.788
H 11.505 -11.766 -29.454
H 12.486 -10.369 -29.512
H 10.827 -10.266 -30.116
H 9.998 -10.571 -27.733
H 12.923 -11.325 -27.325
H 11.585 -11.470 -26.113
C 11.977 -7.924 -32.627
C 11.728 -6.581 -31.908
C 10.306 -6.280 -31.561
O 10.485 -5.403 -30.413
C 11.618 -5.835 -29.805
O 11.953 -5.401 -28.721
O 12.296 -6.619 -30.579
H 11.460 -8.044 -33.572
H 11.581 -8.662 -31.922
H 13.045 -8.124 -32.659
H 12.220 -5.804 -32.495
H 9.899 -7.188 -31.103
H 9.707 -5.899 -32.380
C 7.830 -8.929 -28.669
C 7.665 -7.747 -27.718
C 7.621 -6.411 -28.427
O 6.243 -6.261 -28.750
C 5.525 -7.061 -27.908
O 4.359 -6.978 -27.790
O 6.336 -7.885 -27.207
H 7.092 -8.886 -29.467
H 7.674 -9.855 -28.116
H 8.862 -8.902 -29.028
H 8.369 -7.627 -26.894
H 8.352 -6.491 -29.231
H 7.902 -5.614 -27.742
C 9.031 -0.662 -29.458
C 8.742 -2.155 -29.437
C 7.500 -2.647 -28.684
O 6.679 -3.101 -29.741
C 7.323 -3.098 -30.945
O 6.808 -3.432 -31.947
O 8.548 -2.527 -30.823
H 8.240 -0.101 -29.958
H 10.015 -0.450 -29.862
H 8.897 -0.286 -28.437
H 9.602 -2.802 -29.231
H 6.948 -1.902 -28.114
H 7.822 -3.480 -28.055

---

Entry from the OMol25 dataset: a molecular structure, C16H24ClKO16 at a distorted geometry (ωB97M-V/def2-TZVPD).

## Properties
Energy above the lowest of the compared OMol25 structures with the same formula, charge and spin: 56.4 kcal per mole
HOMO: -8.96 eV
HOMO-LUMO gap: 6.4 eV
Multiplicity: 1

Atoms and positions in Å:
K -11.980 2.099 -19.739
Cl -12.228 -0.493 -15.628
O -13.576 -0.492 -15.102
O -11.766 0.872 -15.671
O -11.524 -1.286 -14.682
O -12.168 -1.166 -16.916
C -16.319 5.773 -13.648
C -15.708 4.867 -12.496
C -14.201 4.548 -12.634
O -13.701 5.166 -11.519
C -14.556 5.867 -10.789
O -14.312 6.493 -9.768
O -15.707 5.889 -11.543
H -16.184 5.455 -14.682
H -16.160 6.844 -13.522
H -17.399 5.797 -13.508
H -16.324 3.989 -12.303
H -13.767 5.032 -13.509
H -14.158 3.460 -12.593
C -12.060 -1.638 -9.429
C -13.140 -0.625 -9.845
C -14.543 -1.088 -9.853
O -15.202 -0.059 -9.211
C -14.421 0.804 -8.614
O -14.813 1.731 -7.848
O -13.157 0.418 -8.889
H -11.122 -1.154 -9.158
H -11.826 -2.365 -10.206
H -12.212 -2.134 -8.470
H -12.891 -0.178 -10.808
H -14.727 -2.063 -9.401
H -14.768 -1.045 -10.919
C -10.027 -5.845 -19.337
C -9.611 -6.665 -18.014
C -10.590 -6.594 -16.855
O -10.557 -7.932 -16.386
C -10.073 -8.699 -17.399
O -10.113 -9.913 -17.437
O -9.572 -8.029 -18.477
H -10.949 -6.244 -19.759
H -9.287 -5.887 -20.137
H -10.216 -4.786 -19.165
H -8.665 -6.305 -17.608
H -11.644 -6.494 -17.115
H -10.214 -5.917 -16.089
C -17.047 -3.659 -18.981
C -17.810 -4.102 -20.159
C -17.828 -5.579 -20.238
O -19.204 -5.888 -20.327
C -19.921 -4.829 -20.386
O -21.077 -4.666 -20.629
O -19.145 -3.811 -19.993
H -16.911 -4.445 -18.238
H -17.347 -2.676 -18.618
H -16.051 -3.371 -19.317
H -17.250 -3.704 -21.005
H -17.654 -5.959 -19.232
H -17.152 -6.122 -20.898

---

Entry from the OMol25 dataset: a molecular structure, C16H24FGaMgNO2 at a distorted geometry (ωB97M-V/def2-TZVPD).

## Properties
Net charge: +1
HOMO: -9.94 eV
HOMO-LUMO gap: 2.0 eV
Multiplicity: 1

Atoms and positions in Å:
C 3.826 0.491 3.058
C 3.674 -0.206 1.698
O 2.826 -1.344 1.691
C 1.496 -1.095 2.044
C 1.083 -1.952 3.270
O 2.211 -2.247 4.044
Ga 2.303 -4.014 4.594
N 3.921 -4.278 5.534
H 4.819 0.318 3.452
H 3.696 1.560 2.927
H 3.090 0.166 3.782
H 4.645 -0.572 1.387
H 3.364 0.514 0.938
H 0.886 -1.398 1.176
H 1.302 -0.035 2.223
H 0.552 -2.846 2.933
H 0.398 -1.359 3.885
H 2.095 -4.995 3.345
H 1.063 -4.294 5.602
H 4.613 -3.542 5.464
H 4.350 -5.191 5.449
F 0.286 -0.341 -1.039
C -0.943 -0.815 -1.372
C -1.841 0.043 -1.992
C -3.099 -0.441 -2.324
C -3.441 -1.756 -2.033
C -2.528 -2.596 -1.405
C -1.262 -2.132 -1.069
H -1.557 1.067 -2.207
H -3.809 0.212 -2.811
H -4.422 -2.128 -2.295
H -2.798 -3.618 -1.178
H -0.531 -2.772 -0.592
C -3.317 5.306 -3.862
C -1.959 5.553 -3.714
C -1.039 4.540 -3.945
C -1.478 3.281 -4.331
C -2.837 3.035 -4.481
C -3.757 4.047 -4.243
H -4.033 6.097 -3.682
H -1.617 6.537 -3.422
H 0.020 4.733 -3.828
H -0.759 2.492 -4.519
H -3.179 2.054 -4.788
H -4.816 3.855 -4.359
Mg -1.500 0.067 0.996